Entry 1:
Below is a 2-piece molecular cluster, C4H8NO overall in a non-equilibrium geometry, with properties calculated with ωB97M-V/def2-TZVPD.

Properties
total charge	+1
HOMO energy (spin up / spin down)	-0.55711 / -0.55694	Ha
E_LUMO (spin up / spin down)	-7.8 / -7.8	eV

Cartesian coordinates (Å):
C  0.96  0.08  -1.50
C  -0.02  1.09  -1.24
C  0.54  0.43  0.00
C  -0.59  -0.73  1.86
N  -0.32  -0.36  0.64
O  -1.61  -1.34  -0.57
H  0.91  -0.94  -1.81
H  1.92  0.45  -1.81
H  0.30  2.12  -1.17
H  -1.06  0.90  -1.49
H  1.28  1.05  0.56
H  -0.17  -0.20  2.72
H  -0.42  -1.79  1.94
H  -1.71  -0.75  1.87

Electronic structure analysis, Löwdin charges in units of e: C 0.05; C -0.02; C -0.17; C -0.04; N 0.06; O -0.09; H 0.13; H 0.13; H 0.15; H 0.14; H 0.19; H 0.13; H 0.16; H 0.17

---

Entry 2:
Below is an isolated ion of composition C4H8NO and charge +1 in a non-equilibrium geometry, with properties calculated with ωB97M-V/def2-TZVPD.

Properties
total charge	+1
SMILES	CC(C)C=[N+]=O
HOMO energy	-0.60264	Ha
E_LUMO	-7.7	eV

Cartesian coordinates (Å):
C  1.07  0.69  0.41
C  0.28  -0.79  -1.25
C  -1.52  0.26  0.25
C  -0.10  -0.27  0.14
N  1.64  0.91  1.56
O  2.03  0.73  2.63
H  1.11  1.28  -0.58
H  0.22  -0.02  -2.05
H  -0.34  -1.70  -1.51
H  1.25  -1.30  -1.25
H  -2.01  -0.09  1.27
H  -1.66  1.36  0.17
H  -2.10  -0.08  -0.71
H  0.14  -0.99  0.93

Electronic structure analysis, Löwdin charges in units of e: C 0.06; C -0.07; C -0.05; C -0.39; N 0.09; O 0.32; H 0.21; H 0.11; H 0.12; H 0.10; H 0.13; H 0.09; H 0.13; H 0.15

---

Entry 3:
Below is a 2-piece molecular cluster, C4H8NO overall in a non-equilibrium geometry, with properties calculated with ωB97M-V/def2-TZVPD.

Properties
total charge	+1
HOMO energy (spin up / spin down)	-0.50996 / -0.50983	Ha
E_LUMO (spin up / spin down)	-5.3 / -5.3	eV

Cartesian coordinates (Å):
C  0.38  -0.83  0.32
C  2.90  -0.53  0.16
C  -1.92  -0.41  0.04
C  -0.33  1.31  -0.39
N  -0.53  -0.03  -0.04
O  3.67  0.36  0.17
H  0.33  -1.86  0.80
H  3.08  -1.59  0.21
H  -2.02  -1.52  0.21
H  -2.33  -0.14  -0.94
H  -2.30  0.24  0.90
H  0.46  1.40  -1.01
H  -0.15  1.94  0.49
H  -1.23  1.66  -0.89

Electronic structure analysis, Löwdin charges in units of e: C 0.15; C 0.08; C -0.01; C -0.02; N -0.29; O 0.18; H 0.11; H 0.10; H 0.12; H 0.11; H 0.15; H 0.07; H 0.13; H 0.11

---

Entry 4:
Below is an isolated ion of composition C4H8NO and charge +1 in a non-equilibrium geometry, with properties calculated with ωB97M-V/def2-TZVPD.

Properties
total charge	+1
SMILES	C=C[C@@]1([NH3+])CO1
HOMO energy	-0.53334	Ha
E_LUMO	-3.7	eV

Cartesian coordinates (Å):
C  -2.31  -0.10  -0.59
C  -1.19  0.29  0.12
C  0.82  -1.35  0.81
C  0.22  -0.31  -0.06
N  1.24  0.90  -0.56
O  0.57  -1.43  -0.61
H  -3.31  0.14  -0.31
H  -2.05  -0.83  -1.35
H  -1.21  1.11  0.84
H  1.93  -1.19  1.12
H  0.07  -1.89  1.43
H  0.64  1.58  -1.07
H  1.57  0.38  -1.35
H  1.95  1.36  0.01

Electronic structure analysis, Löwdin charges in units of e: C 0.11; C -0.07; C 0.03; C -0.46; N 0.27; O 0.06; H 0.07; H 0.08; H 0.11; H 0.16; H 0.15; H 0.17; H 0.14; H 0.17

---

Entry 5:
Below is C4H8NO as an isolated structure in a non-equilibrium geometry, with properties calculated with ωB97M-V/def2-TZVPD.

Properties
total charge	+1
HOMO energy	-0.50078	Ha
E_LUMO	-3.8	eV

Cartesian coordinates (Å):
C  -0.83  1.07  0.74
C  -0.41  -0.19  0.57
C  0.95  0.50  0.02
C  -1.03  -1.55  0.74
N  1.11  0.47  -1.49
O  0.32  1.78  0.31
H  -1.69  1.60  1.19
H  1.87  0.38  0.64
H  -1.80  -1.66  0.09
H  -1.42  -1.59  1.83
H  -0.29  -2.36  0.63
H  1.56  1.38  -1.78
H  0.13  0.51  -1.79
H  1.54  -0.33  -1.70

Electronic structure analysis, Löwdin charges in units of e: C -0.01; C -0.15; C -0.17; C -0.03; N 0.29; O -0.04; H 0.15; H 0.18; H 0.04; H 0.13; H 0.09; H 0.22; H 0.18; H 0.11

---

Entry 6:
Below is a 2-piece molecular cluster, C4H8NO overall in a non-equilibrium geometry, with properties calculated with ωB97M-V/def2-TZVPD.

Properties
total charge	+1
HOMO energy	-0.52227	Ha
E_LUMO	-5.0	eV

Cartesian coordinates (Å):
C  1.87  0.82  1.26
C  -1.42  -0.47  0.88
C  -1.93  -0.54  -0.35
C  0.71  0.28  -0.91
N  1.31  0.59  0.20
O  1.14  -0.66  -1.77
H  1.71  0.07  2.04
H  -0.76  -1.33  1.12
H  -1.65  0.41  1.38
H  2.71  1.53  1.51
H  -2.58  0.31  -0.67
H  -1.82  -1.35  -0.99
H  -0.26  0.70  -1.03
H  0.97  -0.37  -2.66

Electronic structure analysis, Löwdin charges in units of e: C 0.15; C -0.07; C -0.09; C -0.10; N 0.13; O 0.15; H 0.13; H 0.09; H 0.05; H 0.15; H 0.09; H 0.05; H 0.12; H 0.14

---

Computed relative energy (zero: lowest compared OMol25 entry of this formula, charge and spin), in the same sequence as the records: 9.079, 5.126, 4.319, 2.513, 2.289, 3.159 eV.